Record 1
This record from the Open Molecules 2025 dataset describes a structure of composition C16H48MnNO11 at a distorted geometry. The level of theory is the ωB97M-V functional and the def2-TZVPD basis.

Geometry (Å):
Mn: -0.707 -2.364 1.395
N: 0.066 -0.189 0.146
O: 0.812 -0.903 0.904
O: -1.053 -0.691 -0.118
O: 0.388 0.906 -0.272
C: -1.687 2.293 -4.696
C: -0.913 2.291 -3.390
O: -1.618 1.528 -2.402
H: -1.996 1.295 -5.004
H: -1.026 2.697 -5.463
H: -2.578 2.912 -4.581
H: -0.808 3.305 -2.998
H: 0.051 1.806 -3.579
H: -1.011 1.250 -1.708
C: 3.928 2.198 -0.235
C: 3.040 3.421 -0.386
O: 1.998 3.086 -1.301
H: 3.401 1.416 0.317
H: 4.784 2.401 0.421
H: 4.308 1.854 -1.192
H: 3.540 4.310 -0.762
H: 2.587 3.708 0.570
H: 1.490 2.342 -0.967
C: -0.465 4.112 0.763
C: -0.118 5.526 0.337
O: -0.056 6.329 1.521
H: -1.346 4.035 1.402
H: 0.367 3.685 1.328
H: -0.673 3.490 -0.109
H: -0.870 5.885 -0.374
H: 0.859 5.558 -0.152
H: 0.188 7.218 1.238
C: -0.752 1.183 3.673
C: -0.672 -0.332 3.719
O: -1.522 -0.959 2.717
H: -1.761 1.578 3.823
H: -0.372 1.638 2.759
H: -0.194 1.538 4.544
H: -1.001 -0.635 4.716
H: 0.356 -0.670 3.610
H: -2.433 -0.869 3.021
C: -0.905 -1.974 -3.363
C: -1.218 -3.380 -3.833
O: -1.312 -4.239 -2.683
H: -1.742 -1.489 -2.854
H: -0.637 -1.318 -4.191
H: -0.089 -1.924 -2.638
H: -0.474 -3.701 -4.566
H: -2.168 -3.379 -4.373
H: -1.882 -4.985 -2.894
C: 0.725 -5.720 -0.243
C: 1.133 -4.280 -0.490
O: -0.013 -3.395 -0.355
H: 0.416 -5.842 0.793
H: 1.547 -6.408 -0.454
H: -0.038 -6.032 -0.958
H: 1.555 -4.070 -1.471
H: 1.864 -3.987 0.264
H: -0.588 -3.556 -1.134
C: 3.611 1.840 3.466
C: 3.131 0.409 3.570
O: 4.251 -0.377 3.966
H: 3.863 2.291 4.425
H: 2.845 2.483 3.024
H: 4.494 1.915 2.833
H: 2.765 0.040 2.604
H: 2.357 0.290 4.342
H: 4.040 -1.310 4.038
C: -4.144 -3.145 -0.830
C: -3.642 -2.564 0.472
O: -2.546 -3.303 1.075
H: -4.484 -4.177 -0.719
H: -3.424 -3.107 -1.649
H: -4.992 -2.563 -1.194
H: -4.478 -2.545 1.182
H: -3.408 -1.504 0.366
H: -2.946 -4.169 1.236

Gap between HOMO and LUMO (alpha / beta) = 8.0 / 7.4 eV
Highest occupied orbital energy (alpha / beta) = -11.5647 / -11.5647 eV
DFT total energy = -2671.44862 Eh
⟨S²⟩ = 8.753
Multiplicity = 6
LUMO energy (alpha / beta) = -3.6084 / -4.1396 eV
Total charge = +1

=====

Record 2
This record from the Open Molecules 2025 dataset describes a cluster of 8 separate species, C16H48O8 in total at a distorted geometry. The level of theory is the ωB97M-V functional and the def2-TZVPD basis.

Geometry (Å):
C: -1.278 2.486 2.579
C: -2.268 3.012 3.499
O: -1.833 4.289 4.025
H: -0.289 2.261 2.979
H: -1.094 3.209 1.784
H: -1.612 1.516 2.210
H: -2.406 2.340 4.346
H: -3.217 2.983 2.964
H: -2.573 4.730 4.447
C: 3.030 -2.596 -0.885
C: 3.859 -3.179 0.261
O: 3.180 -3.503 1.401
H: 2.355 -3.287 -1.389
H: 3.512 -1.942 -1.611
H: 2.346 -1.944 -0.342
H: 4.690 -2.519 0.506
H: 4.430 -3.995 -0.182
H: 2.874 -2.685 1.799
C: 3.981 1.091 -4.173
C: 3.003 2.037 -3.472
O: 2.944 3.168 -4.252
H: 4.393 0.307 -3.538
H: 4.900 1.532 -4.559
H: 3.492 0.763 -5.091
H: 3.398 2.238 -2.477
H: 2.012 1.590 -3.393
H: 2.382 3.842 -3.862
C: 0.087 -2.292 4.123
C: -0.417 -0.987 3.519
O: -0.928 -0.173 4.530
H: 0.783 -2.721 3.401
H: -0.728 -3.008 4.226
H: 0.569 -2.128 5.087
H: -1.273 -1.201 2.878
H: 0.336 -0.545 2.867
H: -1.676 -0.607 4.949
C: 2.710 1.471 1.281
C: 3.636 0.306 1.559
O: 2.966 -0.621 2.359
H: 2.469 1.924 2.244
H: 1.827 1.066 0.786
H: 3.118 2.170 0.551
H: 4.537 0.614 2.088
H: 3.966 -0.104 0.604
H: 2.724 -0.157 3.164
C: -0.389 -0.800 0.096
C: 0.024 -0.684 -1.340
O: -0.969 0.090 -2.119
H: -1.373 -1.243 0.247
H: -0.529 0.203 0.499
H: 0.325 -1.372 0.690
H: 0.042 -1.698 -1.740
H: 1.011 -0.237 -1.456
H: -1.746 -0.465 -2.218
C: -1.913 -2.967 -4.180
C: -3.268 -2.307 -3.971
O: -3.189 -1.389 -2.933
H: -2.016 -3.726 -4.955
H: -1.608 -3.443 -3.248
H: -1.167 -2.176 -4.264
H: -4.030 -3.020 -3.655
H: -3.659 -1.861 -4.885
H: -4.063 -1.029 -2.763
C: -4.311 2.803 -0.584
C: -4.223 1.326 -0.025
O: -5.478 0.773 0.037
H: -5.139 3.299 -0.079
H: -4.453 2.754 -1.663
H: -3.323 3.240 -0.434
H: -3.990 1.200 1.032
H: -3.495 0.741 -0.587
H: -5.988 1.235 0.706

Gap between HOMO and LUMO = 10.4 eV
SMILES = CCO.CCO.CCO.CCO.CCO.CCO.CCO.CCO
Highest occupied orbital energy = -9.9274 eV
DFT total energy = -1240.17085 Eh
Multiplicity = 1
LUMO energy = 0.4896 eV

=====

Record 3
This record from the Open Molecules 2025 dataset describes a cluster of 8 separate species, C16H48O8 in total at a distorted geometry. The level of theory is the ωB97M-V functional and the def2-TZVPD basis.

Geometry (Å):
C: 7.756 2.410 0.706
C: 7.519 3.103 -0.615
O: 6.671 2.362 -1.521
H: 8.286 1.467 0.582
H: 6.776 2.148 1.125
H: 8.253 3.084 1.400
H: 8.443 3.139 -1.196
H: 7.083 4.096 -0.485
H: 5.833 2.184 -1.056
C: 0.738 5.446 -4.577
C: 1.877 6.369 -4.065
O: 1.534 7.071 -2.884
H: 0.992 4.417 -4.317
H: 0.637 5.518 -5.657
H: -0.204 5.651 -4.066
H: 2.201 7.060 -4.847
H: 2.704 5.708 -3.809
H: 0.594 7.269 -2.889
C: 0.720 2.917 -7.696
C: 2.123 2.914 -7.164
O: 2.057 2.173 -5.929
H: 0.492 3.455 -8.617
H: 0.017 3.278 -6.943
H: 0.437 1.877 -7.891
H: 2.512 3.923 -6.985
H: 2.849 2.365 -7.771
H: 2.968 2.067 -5.626
C: 9.429 4.156 -4.068
C: 9.854 5.450 -3.428
O: 11.195 5.803 -3.754
H: 9.970 3.283 -3.682
H: 9.409 4.063 -5.153
H: 8.393 3.926 -3.776
H: 9.729 5.469 -2.341
H: 9.228 6.259 -3.816
H: 11.764 5.033 -3.683
C: 9.358 1.728 -7.420
C: 8.040 2.461 -7.637
O: 6.982 1.472 -7.772
H: 10.104 2.441 -7.058
H: 9.701 1.226 -8.322
H: 9.195 1.008 -6.619
H: 7.964 3.152 -8.478
H: 7.756 3.028 -6.751
H: 7.152 0.988 -8.585
C: 4.681 3.171 -3.966
C: 5.499 2.710 -5.142
O: 4.961 1.465 -5.635
H: 4.442 2.323 -3.323
H: 3.747 3.647 -4.269
H: 5.262 3.848 -3.340
H: 6.530 2.484 -4.836
H: 5.574 3.441 -5.954
H: 5.501 1.273 -6.416
C: 3.252 3.661 -0.727
C: 3.381 2.640 0.386
O: 4.323 1.627 -0.044
H: 4.258 3.927 -1.070
H: 2.775 4.594 -0.433
H: 2.737 3.222 -1.580
H: 2.399 2.179 0.516
H: 3.772 3.076 1.306
H: 4.176 0.876 0.538
C: 8.195 -1.566 -3.419
C: 8.507 -0.070 -3.320
O: 8.494 0.376 -1.979
H: 8.645 -2.131 -2.606
H: 8.461 -1.962 -4.400
H: 7.112 -1.709 -3.325
H: 7.786 0.499 -3.915
H: 9.488 0.093 -3.783
H: 7.687 0.924 -1.881

Gap between HOMO and LUMO = 10.2 eV
SMILES = CCO.CCO.CCO.CCO.CCO.CCO.CCO.CCO
Highest occupied orbital energy = -9.6437 eV
DFT total energy = -1240.23204 Eh
Multiplicity = 1
LUMO energy = 0.5998 eV

=====

Record 4
This record from the Open Molecules 2025 dataset describes a cluster of 8 separate species, C16H48O8 in total at a distorted geometry. The level of theory is the ωB97M-V functional and the def2-TZVPD basis.

Geometry (Å):
C: -70.007 -110.443 67.040
C: -68.512 -110.707 67.191
O: -67.810 -110.116 66.089
H: -70.560 -110.862 67.738
H: -70.489 -110.768 66.084
H: -70.171 -109.238 67.174
H: -68.395 -111.744 67.455
H: -68.206 -109.959 68.068
H: -66.860 -110.242 66.359
C: -71.961 -108.103 69.886
C: -71.520 -106.899 70.699
O: -71.080 -105.804 69.945
H: -72.968 -108.150 69.273
H: -72.175 -109.072 70.562
H: -71.088 -108.435 69.275
H: -70.978 -107.168 71.478
H: -72.460 -106.672 71.287
H: -70.639 -105.098 70.431
C: -62.653 -101.366 70.464
C: -63.883 -102.170 70.427
O: -63.676 -103.506 70.527
H: -62.848 -100.393 70.472
H: -61.976 -101.959 69.709
H: -62.181 -101.609 71.580
H: -64.223 -101.894 69.298
H: -64.660 -101.690 71.264
H: -64.045 -104.016 71.321
C: -65.711 -103.247 67.018
C: -67.109 -103.710 66.656
O: -67.378 -103.334 65.426
H: -64.841 -103.766 66.343
H: -65.422 -103.505 68.114
H: -65.641 -102.147 67.268
H: -67.824 -103.465 67.568
H: -66.948 -104.751 66.615
H: -68.342 -103.538 65.390
C: -64.033 -110.956 70.027
C: -64.289 -109.604 70.530
O: -64.424 -108.727 69.440
H: -63.224 -111.103 69.368
H: -64.986 -111.467 69.505
H: -63.832 -111.504 71.023
H: -63.283 -109.453 71.157
H: -65.191 -109.679 71.223
H: -64.995 -108.021 69.775
C: -67.719 -107.079 68.971
C: -67.225 -106.167 70.103
O: -65.798 -106.192 70.054
H: -67.680 -106.597 68.176
H: -68.721 -107.085 69.085
H: -67.421 -108.147 68.964
H: -67.473 -106.433 71.121
H: -67.480 -105.078 69.882
H: -65.490 -105.892 70.875
C: -68.400 -109.988 71.095
C: -68.345 -110.314 72.565
O: -67.899 -109.180 73.170
H: -67.458 -109.631 70.801
H: -69.306 -109.459 70.828
H: -68.409 -110.983 70.509
H: -67.500 -110.832 72.834
H: -69.157 -110.560 73.171
H: -67.988 -109.302 74.029
C: -66.586 -104.065 72.772
C: -65.742 -105.319 73.218
O: -64.467 -105.326 72.509
H: -67.480 -104.146 73.228
H: -66.430 -104.008 71.656
H: -66.108 -103.216 73.207
H: -66.498 -106.132 73.128
H: -65.776 -105.346 74.297
H: -63.956 -106.060 72.788

Gap between HOMO and LUMO = 9.7 eV
SMILES = CCO.CCO.CCO.CCO.CCO.CCO.CCO.CCO
Highest occupied orbital energy = -9.4702 eV
DFT total energy = -1239.91059 Eh
Multiplicity = 1
LUMO energy = 0.1845 eV

=====

Record 5
This record from the Open Molecules 2025 dataset describes a cluster of 8 separate species, C16H49BF4N11O7 in total at a distorted geometry. The level of theory is the ωB97M-V functional and the def2-TZVPD basis.

Geometry (Å):
B: -3.736 21.897 22.955
F: -3.275 23.154 22.702
F: -4.636 21.425 22.016
F: -2.567 21.165 23.138
F: -4.322 21.877 24.220
C: -2.846 16.599 20.744
C: -2.358 17.669 21.731
C: -0.863 17.732 22.021
O: -0.425 18.740 22.951
C: 0.806 18.499 23.605
N: -2.764 18.982 21.171
H: -3.574 17.114 20.116
H: -3.348 15.665 20.998
H: -2.062 16.419 20.009
H: -2.778 17.573 22.732
H: -0.277 17.934 21.125
H: -0.621 16.785 22.503
H: 0.792 19.239 24.405
H: 1.696 18.623 22.988
H: 0.913 17.510 24.050
H: -3.750 19.146 21.313
H: -2.291 19.731 21.656
C: -3.979 26.676 22.540
C: -5.303 27.068 23.171
C: -5.750 28.448 22.863
O: -4.722 29.275 23.290
C: -4.903 30.661 23.162
N: -6.346 26.137 22.913
H: -3.156 27.274 22.929
H: -3.988 26.931 21.480
H: -3.844 25.629 22.808
H: -5.216 27.042 24.258
H: -6.652 28.767 23.383
H: -6.036 28.580 21.819
H: -5.773 31.022 23.711
H: -5.072 31.081 22.170
H: -3.971 31.123 23.486
H: -5.902 25.241 23.061
H: -7.040 26.254 23.637
C: -6.347 16.768 23.153
C: -6.430 18.239 23.433
C: -5.993 18.718 24.886
O: -4.666 18.209 25.356
C: -3.504 18.890 25.131
N: -5.786 19.043 22.450
H: -5.329 16.384 23.098
H: -6.881 16.462 22.253
H: -7.002 16.189 23.804
H: -7.455 18.608 23.430
H: -6.518 18.135 25.643
H: -6.046 19.771 25.160
H: -2.547 18.383 25.260
H: -3.456 19.852 25.641
H: -3.382 19.121 24.073
H: -5.905 20.039 22.566
H: -4.818 19.075 22.734
C: -7.689 22.916 22.888
O: -8.773 23.433 22.989
N: -7.134 22.648 21.757
N: -6.919 22.493 23.872
H: -7.622 22.766 20.881
H: -6.173 22.358 21.641
H: -7.280 22.877 24.733
H: -5.967 22.156 23.899
C: -3.391 24.375 26.370
O: -3.326 25.333 27.145
N: -4.495 24.067 25.841
N: -2.464 23.681 25.886
H: -4.397 23.362 25.124
H: -5.308 24.582 26.148
H: -1.523 23.951 26.134
H: -2.781 22.856 25.396
C: -0.151 24.132 23.398
O: 0.945 24.646 23.695
N: -1.199 24.850 22.888
N: -0.314 22.848 23.440
H: -1.031 25.799 22.585
H: -2.109 24.424 22.985
H: -1.200 22.363 23.420
H: 0.520 22.364 23.742
C: -4.766 22.341 18.162
O: -3.682 22.778 18.289
N: -5.284 21.741 19.185
N: -5.501 22.228 17.055
H: -6.231 21.390 19.154
H: -4.758 21.694 20.046
H: -6.441 21.861 17.043
H: -5.172 22.485 16.135

Gap between HOMO and LUMO = 9.2 eV
Highest occupied orbital energy = -6.7300 eV
DFT total energy = -2192.64727 Eh
Multiplicity = 1
LUMO energy = 2.4896 eV
Total charge = -1

=====

Record 6
This record from the Open Molecules 2025 dataset describes a cluster of 8 separate species, C16H49FO7Si in total at a distorted geometry. The level of theory is the ωB97M-V functional and the def2-TZVPD basis.

Geometry (Å):
F: 0.817 -1.200 -1.362
C: 1.360 0.176 -1.064
C: 0.185 1.324 -1.135
Si: -1.553 0.474 -1.138
H: 1.872 0.103 -0.001
H: 2.207 0.344 -1.888
H: 0.343 1.908 -2.164
H: 0.260 2.146 -0.288
H: -2.575 1.279 -0.477
H: -1.548 -0.831 -0.456
H: -1.858 0.180 -2.555
C: 1.887 -2.881 -5.548
C: 0.436 -2.768 -5.131
O: 0.300 -3.082 -3.753
H: 2.263 -3.893 -5.364
H: 2.008 -2.646 -6.609
H: 2.512 -2.199 -4.962
H: -0.182 -3.467 -5.703
H: 0.056 -1.756 -5.300
H: 0.846 -2.451 -3.254
C: 0.284 0.313 3.082
C: 0.577 1.778 2.834
O: -0.282 2.280 1.820
H: 0.423 -0.268 2.164
H: 0.941 -0.090 3.858
H: -0.757 0.173 3.392
H: 1.611 1.911 2.502
H: 0.427 2.368 3.743
H: -1.197 2.165 2.127
C: -1.178 -3.408 2.919
C: -0.450 -3.425 4.247
O: -1.375 -3.255 5.310
H: -1.717 -2.465 2.788
H: -0.478 -3.534 2.089
H: -1.923 -4.210 2.876
H: 0.278 -2.609 4.295
H: 0.082 -4.371 4.392
H: -2.012 -3.989 5.264
C: -3.311 4.020 -4.775
C: -3.079 2.982 -3.697
O: -2.071 3.428 -2.802
H: -2.387 4.211 -5.330
H: -4.082 3.689 -5.476
H: -3.620 4.974 -4.334
H: -2.749 2.037 -4.140
H: -3.996 2.795 -3.129
H: -2.378 4.263 -2.408
C: 1.815 -5.948 1.232
C: 2.543 -5.965 2.560
O: 1.617 -5.795 3.623
H: 1.275 -5.005 1.100
H: 2.515 -6.074 0.401
H: 1.070 -6.750 1.188
H: 3.271 -5.150 2.607
H: 3.074 -6.911 2.704
H: 0.980 -6.529 3.577
C: 1.191 6.282 -4.934
C: 0.255 5.202 -5.437
O: -0.989 5.775 -5.813
H: 0.753 6.802 -4.076
H: 2.153 5.856 -4.636
H: 1.364 7.036 -5.709
H: 0.067 4.463 -4.653
H: 0.680 4.686 -6.303
H: -0.812 6.424 -6.515
C: 0.277 0.140 7.315
C: 0.569 1.606 7.067
O: -0.289 2.107 6.053
H: 0.416 -0.441 6.397
H: 0.933 -0.263 8.091
H: -0.764 0.000 7.626
H: 1.603 1.739 6.736
H: 0.420 2.195 7.977
H: -1.205 1.992 6.361

Gap between HOMO and LUMO = 10.5 eV
SMILES = FCC[SiH3].CCO.CCO.CCO.CCO.CCO.CCO.CCO
Highest occupied orbital energy = -9.8063 eV
DFT total energy = -1554.88752 Eh
Multiplicity = 1
LUMO energy = 0.6936 eV